The following is a DFT calculation (wB97M-V/def2-TZVPD) of a molecular structure, C8H9MnNO6.

HOMO level (spin up / spin down): -22.34 / -22.51 eV
Gap between HOMO and LUMO (spin up / spin down): 0.3481 / 0.2218 hartree
LUMO energy (spin up / spin down): -12.9 / -16.5 eV

Structure (ORCA input):
```
! wB97M-V def2-TZVPD RIJCOSX def2/J DEFGRID3
* xyz 3 5
Mn 1.215 1.041 -0.727
C 1.453 -0.835 -0.542
O 1.487 -1.991 -0.404
C 2.900 1.355 -1.470
O 3.953 1.367 -1.950
C 1.332 0.589 1.345
O 2.093 0.732 2.208
C 0.302 0.197 -2.090
O -0.407 -0.423 -2.799
C -0.001 2.718 -0.609
H -0.897 2.779 -1.262
H -0.174 3.089 0.423
C 1.301 2.963 -1.223
H 2.083 3.459 -0.630
H 1.350 3.135 -2.305
N -2.441 -2.796 0.736
C -1.904 -1.944 1.835
C -0.821 -1.050 1.208
O 0.148 -0.794 2.002
O -0.981 -0.757 0.021
H -2.912 -2.197 0.056
H -3.123 -3.462 1.133
H -1.753 -3.321 0.188
H -2.688 -1.288 2.228
H -1.515 -2.567 2.631
*
```

What are the natural (NBO) partial charges on each atom? They are as follows, in elementary charge units: atom 1 (Mn): 0.481, atom 2 (C): 0.619, atom 3 (O): -0.307, atom 4 (C): 0.539, atom 5 (O): -0.234, atom 6 (C): 0.503, atom 7 (O): -0.191, atom 8 (C): 0.571, atom 9 (O): -0.240, atom 10 (C): -0.445, atom 11 (H): 0.293, atom 12 (H): 0.285, atom 13 (C): -0.459, atom 14 (H): 0.287, atom 15 (H): 0.298, atom 16 (N): -0.665, atom 17 (C): -0.298, atom 18 (C): 0.755, atom 19 (O): -0.218, atom 20 (O): -0.601, atom 21 (H): 0.469, atom 22 (H): 0.490, atom 23 (H): 0.465, atom 24 (H): 0.309, atom 25 (H): 0.294

=====

The following is a DFT calculation (wB97M-V/def2-TZVPD) of C20H26N2O6S4 in the gas phase.

HOMO level: -8.41 eV
Gap between HOMO and LUMO: 0.2513 hartree
Energy above the lowest of the compared OMol25 structures with the same formula, charge and spin: 12.13 kcal per mole
LUMO energy: -1.6 eV

Structure (ORCA input):
```
! wB97M-V def2-TZVPD RIJCOSX def2/J DEFGRID3
* xyz 0 1
C -0.537 -0.103 5.196
H -0.074 0.497 5.976
H 0.140 -0.133 4.347
C -1.874 0.504 4.792
C -2.666 -0.378 3.826
C -1.944 -0.641 2.511
H -2.650 -0.897 1.714
H -1.365 0.232 2.190
O -1.047 -1.746 2.682
C -0.281 -2.053 1.657
O -0.321 -1.506 0.579
C 0.718 -3.146 1.996
C 2.073 -2.489 2.312
N 2.409 -1.534 1.279
C 2.932 -1.899 0.075
S 3.506 -3.381 -0.277
S 2.901 -0.547 -1.068
C 2.110 0.439 0.101
C 1.600 1.674 -0.122
S 0.734 2.619 1.024
C 0.395 3.834 -0.218
S -0.442 5.196 0.077
N 0.945 3.483 -1.417
C 1.642 2.300 -1.441
O 2.207 1.821 -2.402
C 0.605 4.172 -2.648
C 0.012 3.208 -3.680
C -0.933 2.193 -3.058
O -1.336 2.228 -1.923
O -1.236 1.251 -3.940
C -2.030 0.142 -3.506
C -1.282 -1.161 -3.761
C -0.028 -1.300 -2.899
C 0.673 -2.626 -3.168
H 0.951 -2.707 -4.216
H 1.577 -2.714 -2.571
H 0.018 -3.459 -2.920
H -0.301 -1.238 -1.844
H 0.657 -0.478 -3.121
H -1.007 -1.206 -4.817
H -1.965 -1.986 -3.551
H -2.961 0.174 -4.079
H -2.252 0.264 -2.441
H 0.802 2.645 -4.181
H -0.531 3.773 -4.438
H -0.115 4.950 -2.381
H 1.506 4.637 -3.056
C 1.925 -0.249 1.371
O 1.419 0.241 2.358
H 2.859 -3.245 2.363
H 2.015 -1.934 3.251
H 0.829 -3.802 1.130
H 0.376 -3.712 2.859
H -3.617 0.108 3.600
H -2.879 -1.340 4.295
H -1.701 1.477 4.327
H -2.485 0.666 5.683
H -0.675 -1.114 5.573
*
```

What are the natural (NBO) partial charges on each atom? They are as follows, in elementary charge units: atom 1 (C): -0.617, atom 2 (H): 0.208, atom 3 (H): 0.223, atom 4 (C): -0.388, atom 5 (C): -0.418, atom 6 (C): -0.082, atom 7 (H): 0.195, atom 8 (H): 0.202, atom 9 (O): -0.500, atom 10 (C): 0.815, atom 11 (O): -0.632, atom 12 (C): -0.514, atom 13 (C): -0.217, atom 14 (N): -0.469, atom 15 (C): -0.089, atom 16 (S): -0.047, atom 17 (S): 0.493, atom 18 (C): -0.267, atom 19 (C): -0.257, atom 20 (S): 0.489, atom 21 (C): -0.078, atom 22 (S): -0.025, atom 23 (N): -0.456, atom 24 (C): 0.659, atom 25 (O): -0.569, atom 26 (C): -0.224, atom 27 (C): -0.527, atom 28 (C): 0.812, atom 29 (O): -0.617, atom 30 (O): -0.506, atom 31 (C): -0.080, atom 32 (C): -0.411, atom 33 (C): -0.418, atom 34 (C): -0.599, atom 35 (H): 0.199, atom 36 (H): 0.213, atom 37 (H): 0.198, atom 38 (H): 0.223, atom 39 (H): 0.201, atom 40 (H): 0.202, atom 41 (H): 0.207, atom 42 (H): 0.187, atom 43 (H): 0.212, atom 44 (H): 0.260, atom 45 (H): 0.248, atom 46 (H): 0.251, atom 47 (H): 0.223, atom 48 (C): 0.681, atom 49 (O): -0.581, atom 50 (H): 0.245, atom 51 (H): 0.239, atom 52 (H): 0.245, atom 53 (H): 0.240, atom 54 (H): 0.215, atom 55 (H): 0.208, atom 56 (H): 0.198, atom 57 (H): 0.201, atom 58 (H): 0.197

=====

It is found that the max |F| values, taken in the order of the records, are 0.22013, 0.02958 Eh/bohr.
It is found that the E_tot values, taken in the order of the records, are -53499.116, -79770.440 eV.